{"formula": "C7H12", "method": "wB97M-V/def2-TZVPD", "symbols": ["C", "C", "C", "C", "C", "C", "C", "H", "H", "H", "H", "H", "H", "H", "H", "H", "H", "H", "H"], "xyz": [[-1.018089, 2.731451, -1.830581], [-0.360091, 1.560327, -2.018580], [-0.141681, 0.644734, -0.909293], [0.646103, -0.438070, -1.008291], [0.940486, -1.412908, 0.076520], [-0.221123, -1.586834, 1.129524], [0.103316, -0.826457, 2.410930], [-1.424375, 3.086201, -0.895584], [-1.004608, 3.464815, -2.628561], [-0.028737, 1.417719, -3.038132], [-0.371023, 1.048201, 0.062857], [1.167823, -0.540756, -1.966037], [1.050936, -2.423777, -0.288676], [1.859703, -1.119346, 0.577310], [-1.108493, -1.082826, 0.783733], [-0.373351, -2.673429, 1.268970], [0.133827, 0.267880, 2.160069], [0.895860, -1.308831, 3.025667], [-0.746490, -0.808103, 3.088150]], "forces_ev_per_a": [[1.085, -0.506, -0.564], [-1.290, 1.995, 0.676], [1.451, -0.358, -0.541], [-0.216, 0.605, -0.624], [-1.269, -0.345, 0.826], [1.279, 0.522, 0.095], [-0.670, 0.149, 0.626], [-0.022, -0.278, 0.249], [-0.352, -0.110, -0.102], [0.380, -0.638, 0.114], [-0.842, -0.246, 0.274], [-0.331, -0.441, 0.135], [0.579, -0.059, -0.691], [0.223, -0.139, 0.171], [-0.522, -0.437, -0.609], [-0.215, 0.670, 0.189], [1.098, -0.945, 0.352], [0.056, 0.981, -0.700], [-0.423, -0.419, 0.124]], "smiles": "C=C/C=C/CCC", "spin_multiplicity": 1, "energy_ha": -273.84832}

---

{"formula": "C7H12", "method": "wB97M-V/def2-TZVPD", "symbols": ["C", "C", "C", "C", "C", "C", "C", "H", "H", "H", "H", "H", "H", "H", "H", "H", "H", "H", "H"], "xyz": [[-2.464448, -1.628231, 1.178037], [-1.346745, -1.015092, 0.821123], [-1.190309, -0.354290, -0.540489], [0.208927, 0.186483, -0.795991], [0.937824, -0.351234, -1.761616], [0.666818, 1.276127, 0.146409], [2.174362, 1.207591, 0.473904], [-2.740115, -1.868854, 2.199135], [-3.274529, -1.787028, 0.472789], [-0.552190, -0.783993, 1.526224], [-1.367938, -1.122762, -1.285446], [-1.906422, 0.463525, -0.644817], [0.557234, -1.122857, -2.423544], [2.003604, -0.219190, -1.909398], [0.525571, 2.265775, -0.294652], [0.099451, 1.175041, 1.069848], [2.343827, 0.563677, 1.321936], [2.754950, 0.959450, -0.406224], [2.570129, 2.155863, 0.852781]], "forces_ev_per_a": [[-0.409, 0.165, 0.242], [-0.209, 0.953, -0.117], [0.700, -0.255, -0.161], [-0.422, -0.235, 0.270], [0.616, -0.662, -0.226], [1.174, -0.162, -0.121], [-0.333, 0.732, 0.446], [0.509, -0.321, -0.008], [0.119, 0.071, -0.165], [-0.162, -0.298, 0.196], [-0.385, 0.101, -0.324], [-0.192, -0.119, 0.027], [-0.329, 0.032, 0.193], [-0.093, 0.610, 0.041], [-0.606, -0.105, -0.002], [-0.109, 0.421, 0.003], [0.239, -0.846, -0.120], [0.184, -0.282, 0.117], [-0.292, 0.200, -0.292]], "smiles": "C=CCC(=C)CC", "spin_multiplicity": 1, "energy_ha": -273.85578}

---

{"formula": "C7H12", "method": "wB97M-V/def2-TZVPD", "symbols": ["C", "C", "C", "C", "C", "C", "C", "H", "H", "H", "H", "H", "H", "H", "H", "H", "H", "H", "H"], "xyz": [[-2.638481, 0.465416, 0.205263], [-1.546003, -0.539337, -0.240511], [-0.135458, -0.155109, -1.041161], [1.004462, -0.071483, 0.008296], [2.463912, -0.515003, -0.057322], [2.132157, 0.935216, 0.203609], [-0.207242, -0.494577, 0.845374], [-3.678763, 0.209758, -0.069464], [-2.475633, 1.476563, -0.181030], [-2.646820, 0.533557, 1.309531], [-1.925475, -1.551948, -0.052901], [0.057280, -0.959899, -1.727085], [-0.344927, 0.831769, -1.414372], [2.904671, -0.759024, -1.028715], [2.925254, -1.079218, 0.760028], [2.354167, 1.654197, -0.589796], [2.366567, 1.327960, 1.198653], [-0.519187, 0.252932, 1.547061], [-0.108659, -1.519444, 1.165022]], "forces_ev_per_a": [[0.440, 0.067, -0.188], [3.665, 0.636, 2.593], [-1.012, 0.101, -1.703], [-1.317, -0.209, -0.274], [-0.618, -0.225, -0.060], [-0.656, -0.010, -0.047], [-1.125, -0.335, 1.393], [0.635, -0.248, -0.194], [0.132, -0.034, 0.050], [0.062, 0.033, -0.321], [0.494, 0.135, -1.151], [0.104, 0.208, -0.992], [0.158, 0.218, -1.042], [-0.321, 0.059, 0.213], [-0.410, 0.135, -0.179], [-0.213, -0.244, 0.136], [-0.326, -0.209, -0.256], [0.226, -0.006, 1.153], [0.081, -0.071, 0.869]], "spin_multiplicity": 1, "energy_ha": -273.76045}

---

{"formula": "C7H12", "method": "wB97M-V/def2-TZVPD", "symbols": ["C", "C", "C", "C", "C", "C", "C", "H", "H", "H", "H", "H", "H", "H", "H", "H", "H", "H", "H"], "xyz": [[2.310732, 0.404629, -0.767675], [0.992298, -0.368591, -0.771127], [0.255793, -0.246658, 0.554991], [-0.298678, 1.110202, 1.048491], [-1.505513, 0.410568, 1.668360], [-2.170767, -0.566807, -0.418366], [-1.189640, -0.767126, 0.759757], [2.835399, 0.311838, -1.724875], [2.981404, 0.038502, 0.018949], [2.136525, 1.471380, -0.582868], [0.361105, -0.006468, -1.593739], [1.186063, -1.431127, -0.973864], [0.893360, -0.669450, 1.343432], [-0.640665, 1.745576, 0.216461], [0.278912, 1.752866, 1.723009], [-2.557036, 0.458693, -0.475532], [-3.035322, -1.220134, -0.289315], [-1.694287, -0.794015, -1.375710], [-1.316545, -1.773934, 1.175606]], "forces_ev_per_a": [[0.054, 0.040, 0.014], [-0.065, -0.009, -0.050], [0.130, -0.022, -0.023], [-0.011, 0.129, 0.135], [0.247, -0.066, -0.269], [-0.099, 0.046, -0.127], [-0.016, -0.106, 0.229], [-0.095, 0.015, 0.153], [-0.107, 0.044, -0.110], [0.029, -0.148, -0.031], [0.068, -0.012, 0.136], [-0.040, 0.140, 0.012], [-0.125, 0.036, -0.126], [0.010, -0.115, 0.123], [-0.103, -0.075, -0.108], [0.101, -0.150, -0.032], [0.098, 0.090, -0.008], [-0.039, -0.031, 0.140], [-0.038, 0.194, -0.059]], "spin_multiplicity": 1, "energy_ha": -273.75777}

---

{"formula": "C7H12", "method": "wB97M-V/def2-TZVPD", "symbols": ["C", "C", "C", "C", "C", "C", "C", "H", "H", "H", "H", "H", "H", "H", "H", "H", "H", "H", "H"], "xyz": [[-0.437061, 0.597665, 1.395493], [-1.044585, 0.384607, 0.227768], [-2.366322, -0.324608, 0.094489], [-0.235495, 0.820438, -0.995275], [1.140887, 0.352773, -0.665034], [1.946911, -0.655393, -0.646265], [2.498493, 0.603132, -0.070430], [0.389170, 1.296866, 1.452255], [-0.663529, 0.054985, 2.302576], [-2.451318, -0.977019, -0.782795], [-3.161847, 0.427008, 0.011970], [-2.581162, -0.919212, 0.989187], [-0.542625, 0.310154, -1.916936], [-0.295250, 1.899761, -1.180216], [2.146049, -1.638931, -1.019154], [3.219430, 1.164566, -0.662267], [2.633280, 0.731239, 1.010251], [-0.464604, -2.087006, 0.180743], [0.269574, -2.041018, 0.273642]], "forces_ev_per_a": [[-0.389, 0.079, 0.115], [0.080, 0.123, 0.311], [0.014, -0.007, 0.010], [-0.015, 0.029, 0.020], [0.352, -0.216, -0.563], [-0.131, 0.246, -0.583], [0.253, 0.414, 0.042], [0.194, -0.354, 0.003], [-0.578, 0.315, 0.160], [0.203, 0.135, 0.101], [0.076, -0.117, -0.048], [0.066, 0.116, -0.098], [-0.204, 0.081, 0.269], [0.077, -0.163, 0.062], [0.157, -0.207, 0.197], [0.072, 0.156, 0.102], [-0.092, -0.155, -0.155], [0.014, -0.297, 0.041], [-0.149, -0.176, 0.014]], "smiles": "C=C(C)CC1=CC1.[H][H]", "spin_multiplicity": 1, "energy_ha": -273.74518}

---

{"formula": "C7H12", "method": "wB97M-V/def2-TZVPD", "symbols": ["C", "C", "C", "C", "C", "C", "C", "H", "H", "H", "H", "H", "H", "H", "H", "H", "H", "H", "H"], "xyz": [[-1.983131, -0.169786, -0.788738], [-0.403644, -0.372385, -0.726091], [-0.042492, -0.819441, 0.665731], [1.468021, -1.187923, 0.723746], [1.730007, 0.267043, 0.918741], [0.302563, 0.646986, 1.132616], [0.865920, 0.803970, -0.226905], [-2.390134, 0.189382, -1.745090], [-2.388384, 0.482407, -0.004508], [-2.477977, -1.153006, -0.629086], [-0.153629, -0.967052, -1.614573], [-0.735604, -1.450458, 1.209228], [1.917340, -1.553081, -0.213405], [1.712498, -1.826990, 1.560498], [2.573667, 0.732348, 1.441121], [-0.194108, 1.358874, 1.772441], [1.288318, 1.289881, -1.050013], [-0.698033, 1.544301, -1.322787], [-0.391199, 2.184928, -1.102925]], "forces_ev_per_a": [[0.516, 0.298, 0.053], [1.006, 0.069, 0.177], [-0.295, -0.619, 0.524], [0.003, -0.652, 0.457], [-0.100, -0.509, -0.177], [-0.273, 0.044, 0.608], [-1.245, -1.522, -1.044], [0.466, 0.068, 0.171], [0.330, 0.019, -0.089], [0.671, 0.305, -0.002], [0.278, -0.286, 0.488], [-0.145, -0.215, 0.141], [-0.278, -0.303, 0.376], [0.076, -0.318, 0.244], [-0.139, 0.134, -0.979], [0.064, -0.067, 0.207], [0.257, 1.949, -0.189], [-0.473, 1.045, -0.452], [-0.718, 0.560, -0.513]], "smiles": "C[C@@H]1[C@H]2C[C@@H]3[C@H]2[C@H]13.[H][H]", "spin_multiplicity": 1, "energy_ha": -273.67649}

---

Quick rundown of orbital gap, same order as above: 9.6 10.5 9.0 8.4 9.7 10.1 eV
Quick rundown of energy above the lowest of the compared OMol25 structures with the same formula, charge and spin, same order as above: 37.8 33.1 92.9 94.6 102.5 145.6 kcal per mole